Record 1
DFT (the ωB97M-V functional and the def2-TZVPD basis) results for C4H23NO7Pt as an isolated structure in a non-equilibrium geometry.

For the HOMO energy (alpha / beta), the calculation gives -0.603 / -0.606 Eh. The HOMO-LUMO gap (alpha / beta) comes out at 10.12 / 8.74 eV. Its total charge is +2. As for the spin multiplicity: 3.

Each line ends with the Mulliken charge.
Geometry (Å):
1 H 3.04 -2.48 1.53  0.4146
2 C 1.36 -1.18 1.30  0.4842
3 C -1.14 1.40 2.32  -0.9359
4 O -0.08 -1.92 -1.90  -0.5090
5 O -1.81 2.06 -0.65  -0.5320
6 C 0.64 -0.19 2.16  -1.0815
7 O -0.39 0.51 1.48  -0.0698
8 H -0.86 -2.46 -2.10  0.2872
9 H -1.03 2.42 1.95  0.2595
10 H 1.24 2.40 0.28  0.2672
11 C 2.68 -1.54 1.97  -1.5202
12 O 1.12 2.17 -0.64  -0.4922
13 N 1.67 -0.61 -0.07  -0.6952
14 H 0.77 -2.09 1.17  0.1975
15 H 1.34 0.55 2.59  0.5070
16 O -2.44 -0.02 -2.75  -0.5033
17 H 0.60 -2.57 -1.71  0.2553
18 O -2.22 -0.99 -0.01  -0.5277
19 H -1.64 2.99 -0.49  0.2603
20 H 2.53 -1.85 3.01  0.3963
21 H -2.55 -1.42 0.79  0.2469
22 H -2.30 -0.33 -3.65  0.2720
23 H -0.20 0.63 -3.96  0.2536
24 Pt -0.24 0.28 -0.99  1.8246
25 H 0.97 1.44 -3.39  0.2814
26 H 0.27 -0.65 3.09  0.5013
27 H 1.86 -1.43 -0.64  0.2950
28 H 2.62 -0.24 0.00  0.2383
29 H -0.77 1.38 3.35  0.4214
30 H -2.77 1.99 -0.77  0.2646
31 H 3.40 -0.73 1.92  0.4606
32 H -2.18 1.10 2.31  0.2532
33 H -2.35 -1.66 -0.70  0.2389
34 H 1.85 2.58 -1.11  0.2585
35 O 0.31 0.78 -3.16  -0.5632
36 H -3.33 -0.31 -2.55  0.2903

=====

Record 2
DFT (the ωB97M-V functional and the def2-TZVPD basis) results for an isolated ion of composition C10H12N3O and charge +1 in a non-equilibrium geometry.

For the HOMO energy, the calculation gives -0.423 Eh. The HOMO-LUMO gap comes out at 8.12 eV. Its total charge is +1.

Each line ends with the Mulliken charge.
Geometry (Å):
1 H 3.21 1.88 -1.02  0.3851
2 N -2.88 -0.74 -0.57  -0.4360
3 H -0.88 1.50 0.45  0.3984
4 H 4.75 0.47 0.57  0.3800
5 H 1.09 0.99 -1.68  0.3935
6 H -1.44 -2.06 -1.08  0.3710
7 N -1.34 0.60 0.61  0.0709
8 H -2.63 1.17 -1.05  0.3376
9 O -1.23 -1.95 2.78  -0.3819
10 C -0.55 -0.53 0.05  -0.5244
11 C -2.73 0.62 -0.13  -0.5926
12 H -1.44 0.51 1.64  0.3656
13 C -0.22 -1.78 2.22  0.6852
14 C 0.82 -0.33 0.06  0.4769
15 H 1.66 -2.13 2.68  0.2692
16 C 1.58 0.56 -0.80  -0.7853
17 C 3.65 0.43 0.52  -0.5332
18 C -1.49 -1.01 -1.04  -0.7082
19 C 2.82 1.08 -0.42  -0.5506
20 C 2.96 -0.56 1.20  -0.6801
21 H -3.58 0.87 0.48  0.3870
22 C 1.63 -0.87 1.01  0.8084
23 H 3.57 -1.12 1.91  0.2559
24 H -1.31 -0.45 -1.99  0.3196
25 N 1.02 -1.69 2.03  -0.0618
26 H -3.16 -1.33 0.27  0.3498

=====

Record 3
DFT (the ωB97M-V functional and the def2-TZVPD basis) results for C6H11IO3 as an isolated structure in a non-equilibrium geometry.

For the HOMO energy, the calculation gives -0.363 Eh. The HOMO-LUMO gap comes out at 8.58 eV.

Each line ends with the Mulliken charge.
Geometry (Å):
1 O 2.42 0.86 -0.87  -0.4250
2 C -1.06 -0.09 1.06  0.8367
3 H 0.88 -2.29 -0.08  0.3335
4 H -1.20 -1.64 -0.36  0.3555
5 H -0.62 1.77 2.02  0.4534
6 O 3.18 -0.22 -2.64  -0.6345
7 H -1.36 -0.80 1.81  0.2831
8 H 0.62 1.29 0.88  0.3031
9 H 0.48 0.49 2.44  0.3585
10 C 0.87 -1.22 -0.22  -0.6854
11 C -0.07 0.93 1.63  -1.4653
12 O 1.46 -1.01 -1.52  -0.2881
13 H 1.46 -0.80 0.58  0.5098
14 H -2.05 1.57 0.16  0.4338
15 H -0.79 -0.13 -1.07  0.4144
16 C -0.58 -0.76 -0.22  -0.9034
17 C 2.32 -0.04 -1.59  0.7623
18 H -2.86 0.99 1.59  0.4359
19 H -2.99 0.11 0.05  0.3851
20 C -2.34 0.68 0.70  -1.7294
21 I 2.23 0.31 -4.34  0.2660

=====

Record 4
DFT (the ωB97M-V functional and the def2-TZVPD basis) results for a 2-piece molecular cluster, C2H5ClNO2S overall.

For the HOMO energy, the calculation gives -0.174 Eh. The HOMO-LUMO gap comes out at 8.60 eV. Its total charge is -1.

Each line ends with the Mulliken charge.
Geometry (Å):
1 H 1.55 0.27 1.08  0.1991
2 N -0.46 -0.01 0.76  -0.4675
3 C 0.82 0.45 0.30  -0.3511
4 Cl 1.72 -4.46 -2.03  -0.5302
5 O 2.38 -1.73 -3.14  -0.5354
6 H 0.75 1.53 0.15  0.2334
7 H 1.14 -0.02 -0.64  0.0762
8 H -0.82 -1.13 -0.95  0.0125
9 O -0.01 -2.24 -3.13  -0.5357
10 S 1.24 -2.22 -2.36  0.5870
11 C -1.13 -0.77 0.03  0.0493
12 H -2.10 -1.10 0.39  0.2624

=====

Record 5
DFT (the ωB97M-V functional and the def2-TZVPD basis) results for one molecule with the formula C26H28N2O4.

For the HOMO energy, the calculation gives -0.294 Eh. The HOMO-LUMO gap comes out at 8.04 eV. As for the structure (SMILES): CCOC(=O)[C@H]1CCCN(C(=O)c2cc(-c3ccc(OCC)cc3)nc3ccccc23)C1.

Each line ends with the Mulliken charge.
Geometry (Å):
1 C -0.18 2.11 -1.69  -0.0155
2 H -0.80 -1.65 0.02  0.5968
3 H -0.89 1.93 5.71  0.4105
4 H 5.70 -2.15 -5.00  0.3141
5 O -1.43 2.12 -0.99  -0.3141
6 C 0.90 0.69 2.50  -0.0887
7 C 1.56 1.54 3.42  -0.4273
8 H 2.58 1.82 3.20  0.4780
9 C 3.36 -1.66 -2.80  0.8451
10 H 1.07 2.30 0.05  0.0451
11 O -2.74 -2.14 2.32  -0.6955
12 H 5.86 -1.18 -3.52  0.3270
13 C -0.45 0.31 2.76  0.7728
14 H 1.52 -2.08 -3.79  0.4285
15 H -6.35 -0.62 0.20  0.4383
16 H 0.52 3.84 -0.62  0.3751
17 C 1.77 -0.92 -0.62  0.7047
18 C 0.92 1.97 4.55  -0.5328
19 C 0.87 2.84 -0.87  -1.0007
20 C -0.41 1.58 4.81  -0.7490
21 C 1.97 -1.73 -2.87  -1.0842
22 H 5.69 -3.31 -2.16  0.3421
23 O -1.95 0.06 -1.71  -0.6121
24 H -4.83 -1.59 1.72  0.5185
25 H 5.02 -1.11 -1.54  0.3640
26 H 1.43 2.61 5.25  0.3937
27 C -4.55 0.21 -0.65  -0.9668
28 H 7.05 -3.35 -3.29  0.3499
29 C -3.51 1.27 -0.31  0.6773
30 H -0.34 2.62 -2.65  0.3947
31 H -2.10 0.46 4.14  0.5089
32 C 3.95 -1.19 -1.63  -0.2198
33 H 1.79 2.90 -1.44  0.3834
34 C -1.08 0.77 3.94  -0.6250
35 H -2.20 1.57 1.41  0.4472
36 N -3.45 -0.08 1.75  0.2924
37 C 1.18 -1.38 -1.80  -0.4069
38 H 0.11 -1.43 -1.90  0.3208
39 C -5.55 0.06 0.49  -0.7418
40 H -5.07 0.48 -1.58  0.5242
41 N 1.56 0.29 1.41  -0.5225
42 H -6.00 1.03 0.71  0.3157
43 O 4.02 -2.03 -3.93  -0.4669
44 H -5.33 -0.16 2.65  0.2105
45 H 3.61 -0.46 0.35  0.4587
46 C -2.48 -1.00 1.98  0.0981
47 H -4.05 -0.74 -0.82  0.2988
48 H 5.56 -4.23 -3.66  0.3105
49 H -3.90 1.93 1.73  0.4065
50 H 0.12 1.07 -1.88  0.0570
51 C -4.84 -0.50 1.73  -0.8458
52 C -2.22 1.05 -1.09  -0.0342
53 C 5.97 -3.32 -3.21  -1.0478
54 C 3.16 -0.82 -0.56  -1.1820
55 C -0.35 -0.97 0.73  -0.6550
56 C 5.43 -2.10 -3.94  -0.4079
57 H -3.86 2.27 -0.56  0.6074
58 C 0.98 -0.52 0.55  0.5112
59 C -1.07 -0.53 1.81  0.4123
60 C -3.22 1.24 1.21  -1.2976

=====

Record 6
DFT (the ωB97M-V functional and the def2-TZVPD basis) results for a 12-piece molecular cluster, C27H83O12PS11Si overall in a non-equilibrium geometry.

For the HOMO energy, the calculation gives -0.273 Eh. The HOMO-LUMO gap comes out at 7.69 eV.

Each line ends with the Mulliken charge.
Geometry (Å):
1 C 6.95 -2.81 6.97  -1.0100
2 H 6.30 -6.39 -2.08  0.2865
3 H 2.12 6.30 -1.70  0.0258
4 C -2.76 6.03 -5.51  -0.4143
5 H -0.27 2.60 5.99  0.3712
6 H 3.80 -6.46 -2.11  0.2725
7 S 3.33 -1.25 2.97  0.5130
8 O -4.64 3.40 -3.06  -0.6150
9 H -5.97 -2.47 -3.15  0.4002
10 H 3.95 -8.06 2.02  0.3660
11 H 5.93 -5.03 5.59  0.2891
12 H 2.72 -5.05 -2.04  0.3448
13 H 4.64 0.68 3.49  0.4034
14 H -3.24 7.12 -0.44  0.0824
15 H 3.99 0.76 1.83  0.3329
16 H -6.22 4.54 -0.06  0.3539
17 S 5.91 -7.46 3.26  0.3325
18 H 0.42 9.18 -1.11  0.3171
19 C -5.79 -2.00 -2.18  -1.0094
20 H -2.06 0.34 -0.80  0.0805
21 O -1.53 7.52 -3.01  -0.3861
22 H -4.17 9.80 -1.68  0.3377
23 H 7.29 -4.91 -1.97  0.3300
24 C -0.37 9.76 -1.60  -1.1840
25 H 6.33 -5.23 -3.44  0.4006
26 H -3.03 4.76 -8.00  0.3141
27 C 5.22 -4.75 6.36  -0.7905
28 H 5.64 -5.46 1.97  -0.1621
29 O 6.11 -6.66 4.51  -0.6331
30 H -2.95 6.80 -4.77  -0.2241
31 H -4.95 6.46 -1.24  0.4760
32 H -1.23 -7.29 -3.95  0.3119
33 C 0.50 1.85 5.78  -0.9845
34 H 7.55 -3.21 6.16  0.2936
35 H 0.00 9.98 -2.62  0.2926
36 H -1.93 0.92 6.84  0.3164
37 C 3.77 0.49 2.87  -0.9284
38 H -3.47 -2.67 1.94  0.3536
39 O 4.97 -4.76 -0.16  -0.4319
40 H 7.18 -1.75 7.11  0.3355
41 S -4.59 4.16 -1.77  0.6554
42 H 0.46 4.52 -1.29  0.0582
43 C -4.86 5.90 -2.16  -0.6972
44 S -3.44 -4.95 1.18  0.4995
45 H -6.99 4.15 -1.63  0.3041
46 C -0.85 -8.06 -3.28  -1.0169
47 H -2.10 -3.60 2.64  0.5132
48 O -3.82 -1.07 -0.67  -0.6011
49 H 3.74 -5.30 -3.47  0.4268
50 H -2.17 5.23 -5.05  0.0912
51 C -6.17 3.91 -0.95  -1.0200
52 S -0.23 -7.24 -1.79  0.5405
53 H 1.15 2.22 4.99  0.2813
54 O 5.00 -2.37 5.22  -0.4240
55 C 0.29 5.83 -3.26  -1.0936
56 O 2.25 -1.50 1.97  -0.5882
57 H 1.09 1.66 6.68  0.3579
58 H 5.48 -5.23 7.31  0.4205
59 H -6.24 2.86 -0.65  0.3345
60 H -5.76 6.01 -2.77  0.5536
61 C -0.05 0.31 1.22  -0.5147
62 H 7.29 -6.12 1.87  0.3793
63 H -6.21 -2.62 -1.39  0.3091
64 H 4.22 -5.07 6.06  0.2777
65 H -1.62 1.79 -1.74  0.3588
66 S 4.98 -4.43 -1.62  0.3857
67 H -4.44 3.71 -7.78  0.3451
68 O 0.59 2.60 0.01  -0.6506
69 H -3.82 9.53 -3.38  0.3187
70 H 7.16 -3.35 7.90  0.3927
71 H 0.81 -8.45 -0.04  0.2475
72 H -3.81 -5.33 3.52  0.3526
73 Si -1.94 8.71 -1.85  0.9214
74 H -0.04 -8.60 -3.76  0.3316
75 H -3.99 6.26 -2.72  -0.3316
76 C -0.79 6.47 -2.37  -0.1643
77 H 0.67 -0.20 0.58  0.3627
78 H -0.44 0.46 -1.56  0.4076
79 O -5.02 6.44 -6.85  -0.7346
80 H -3.95 -1.29 -4.24  0.4392
81 C -1.24 1.02 -1.07  -0.7427
82 S -4.02 -1.87 -1.91  0.6023
83 C -3.37 9.83 -2.43  -1.2320
84 H 3.71 -8.21 3.78  0.3602
85 C -2.52 7.92 -0.20  -0.9771
86 H -0.27 6.84 -1.47  0.3748
87 C -3.69 -0.77 -3.31  -0.9452
88 H -5.05 -6.11 2.50  0.3250
89 C -2.69 -3.41 1.74  -1.0416
90 H -2.21 6.46 -6.35  0.5576
91 H -0.63 -0.07 7.55  0.3622
92 S -4.33 5.36 -6.08  0.7100
93 S -0.26 0.32 5.22  0.6783
94 S 5.20 -2.97 6.57  0.3392
95 H 2.47 4.37 -1.11  0.0011
96 H -2.63 -0.53 -3.31  0.2951
97 H 5.00 -1.46 1.26  0.3954
98 H 4.79 -2.96 2.19  -0.0035
99 H 3.68 -6.60 3.01  0.2416
100 C 4.13 -7.59 2.99  -0.8891
101 H -4.28 0.14 -3.21  0.2024
102 O -1.19 0.67 4.10  -0.6300
103 H -2.03 -3.05 0.95  0.2669
104 H -1.88 -0.83 6.54  0.3168
105 H -3.05 8.67 0.40  0.3932
106 H -0.90 -0.34 1.41  0.2669
107 C 0.35 -8.73 -0.98  -0.9408
108 H 0.42 0.57 2.16  -0.1151
109 H -1.50 5.67 -2.11  0.1766
110 H 2.93 1.08 3.22  0.1717
111 H 5.69 -1.61 2.91  0.4034
112 S -0.61 1.81 0.41  0.5216
113 H 1.08 -9.24 -1.61  0.3369
114 H -1.64 7.52 0.32  0.3073
115 H -6.24 -1.01 -2.16  0.2960
116 H -0.56 10.73 -1.13  0.3445
117 P 1.57 5.01 -2.06  0.1742
118 H 0.84 6.54 -3.89  0.3717
119 H -3.01 3.48 -6.75  0.3236
120 O 0.98 -6.45 -2.19  -0.5839
121 C -3.63 4.22 -7.27  -1.0123
122 O -4.36 -4.62 0.06  -0.5847
123 H -1.66 -8.74 -3.01  0.3774
124 H 5.98 -6.88 0.94  0.2846
125 C 6.23 -6.37 1.87  -0.3190
126 H 2.11 4.22 -3.13  0.0093
127 C 3.68 -5.41 -2.39  -0.9643
128 C 6.36 -5.34 -2.35  -1.0184
129 H -0.12 4.99 -3.85  0.2517
130 H -3.04 10.88 -2.44  0.3425
131 H -0.50 -9.39 -0.79  0.3809
132 C -4.46 -5.20 2.65  -0.9824
133 C 4.86 -1.88 2.26  -0.8124
134 H -5.12 -4.35 2.79  0.2930
135 C -1.28 0.07 6.69  -1.0509